1.
Molecular formula: C27H45N4OPTm
Method: DFT, wB97M-V/def2-TZVPD

The geometry in ORCA input format:
```
! RIJCOSX wB97M-V def2-TZVPD def2/J DEFGRID3
* xyz 2 4
C 5.15 -0.06 -1.41
H 3.66 -2.97 1.61
C -2.04 0.47 -2.08
C 1.28 -2.56 0.25
C 0.99 0.47 3.16
H 5.27 1.93 0.44
C -0.08 -1.83 5.67
H 4.55 -1.59 1.00
N 1.04 0.05 4.43
H 1.82 0.90 -2.90
C 3.54 -1.96 1.18
H 3.08 -1.34 1.97
H -2.93 2.19 -1.25
P 2.40 -0.18 -0.69
C -2.46 0.18 -3.37
C -0.26 -0.64 -3.80
H 1.48 4.13 0.56
H 3.57 1.95 0.97
H 3.39 -3.93 -0.83
C 3.72 1.92 -1.77
H -4.36 -0.48 0.58
H 0.40 -1.61 6.63
H -1.16 -3.61 6.29
H -2.97 1.40 2.29
N -0.75 0.31 -1.65
H 0.61 -2.55 -0.62
C 3.99 0.75 -0.82
H -4.05 0.85 -1.30
H 0.08 4.89 1.39
C 0.14 -1.01 4.58
H -1.72 -1.96 -0.14
C 0.14 -0.21 -2.55
H 4.65 2.49 -1.90
Tm -0.25 1.04 0.62
H -4.36 1.71 1.20
N -2.64 0.75 0.30
H 0.81 -1.99 1.06
H 2.94 2.58 -1.40
H 5.54 -0.84 -0.76
H -1.82 -0.67 -5.25
H 0.53 -1.02 -4.44
H -3.56 3.77 0.55
C -1.25 -2.33 3.11
C 4.37 1.31 0.56
C -1.55 -0.42 -4.24
C 2.66 -1.98 -0.09
C -3.25 1.74 1.27
H 1.39 4.18 2.35
C -1.50 -3.18 4.20
H 2.71 -2.90 -2.10
C 0.79 4.05 1.43
H -2.61 3.64 2.05
C -0.42 -1.22 3.34
H -1.84 3.30 0.51
H -3.48 0.45 -3.68
H -3.30 -2.66 0.26
C -0.93 -2.93 5.47
H 1.56 1.33 2.79
C -2.81 -1.77 -0.16
H 3.47 1.57 -2.78
C -2.99 1.10 -1.11
H 4.33 -2.57 -1.44
H -1.66 -2.50 2.12
H 1.34 -3.60 0.60
H -3.03 -0.75 1.73
H 1.87 0.52 0.50
C 1.64 -0.03 -2.38
C 3.31 -2.88 -1.18
N 0.10 -0.25 2.45
C -3.26 -0.57 0.67
O 0.16 2.79 1.42
H 5.97 0.65 -1.57
H 1.63 0.44 5.17
H 4.61 0.53 1.29
H -2.13 -4.06 4.07
H 4.91 -0.48 -2.40
H 2.28 -0.74 -2.98
C -2.79 3.19 1.06
H -3.13 -1.70 -1.21
*
```

Computed properties:
* Kohn-Sham gap (spin up / spin down): 4.83 / 8.82 eV
* LUMO level (spin up / spin down): -0.19993 / -0.19941 Eh
* M: 641.59 g/mol

=====

2.
Molecular formula: C27H46BrHgNOP2S
Method: DFT, wB97M-V/def2-TZVPD

The geometry in ORCA input format:
```
! RIJCOSX wB97M-V def2-TZVPD def2/J DEFGRID3
* xyz 2 1
H -1.01 -0.74 -2.57
H -2.19 1.32 3.71
H -0.11 1.34 4.29
H 2.27 1.25 -4.67
H 5.36 -0.93 -1.06
C -1.67 2.17 -2.71
C 2.65 2.29 -0.15
C -3.91 0.05 3.93
C 0.52 1.01 3.46
H 3.27 1.96 0.71
H 4.84 0.45 -2.06
H -0.43 3.43 0.24
C -2.91 0.68 3.20
C -0.46 4.21 -3.07
S 0.07 -0.70 3.10
H 4.99 0.63 -0.27
C 4.70 -0.05 -1.08
P -0.56 -2.48 -0.07
C -4.00 -0.14 1.19
H 3.14 -1.07 0.06
H -1.45 3.11 -4.64
H -2.39 -2.22 2.34
C -2.26 -3.01 0.29
H -3.93 0.13 5.02
C -2.56 -3.16 1.79
C -1.21 -1.81 -2.73
C -4.95 -0.73 2.02
C -1.45 2.30 -1.32
H -1.97 -3.96 2.26
Hg 0.21 -0.16 0.07
H 3.00 -1.28 -1.70
C 3.27 -0.55 -0.91
C -1.21 3.15 -3.58
H 0.22 -3.76 1.80
C -2.98 0.65 1.78
P 2.06 0.79 -0.96
H -2.38 -3.99 -0.22
H 0.29 1.62 2.58
Br 0.21 5.54 -4.27
H 0.11 -4.72 0.28
H -4.11 -0.23 0.10
H -3.63 -3.41 1.90
C 0.46 -3.77 0.72
H -2.95 -2.29 -0.18
H 0.35 5.20 -1.33
H -0.26 -2.38 4.76
H -2.28 -1.98 -2.56
H -2.23 1.32 -3.09
C -0.19 4.33 -1.70
H 2.45 -4.47 1.02
C -2.02 1.28 -0.43
H -5.78 -1.29 1.59
H 2.34 -2.72 1.04
H 1.09 2.14 -2.67
H -1.05 -0.84 5.25
C 2.69 1.01 -3.68
C -0.33 -2.73 -1.87
H -1.50 2.19 1.47
H 1.77 2.82 0.27
H 0.74 -2.56 -2.07
H 3.75 4.07 -0.49
H -0.99 -2.03 -3.79
H 0.76 -1.00 5.31
H 2.26 -3.61 -0.53
H 0.74 0.44 -2.93
H -2.47 0.42 -0.95
H 1.59 0.99 3.69
H 2.80 3.59 -1.91
C 1.96 -3.62 0.53
C 1.55 1.14 -2.67
H 3.09 -0.01 -3.70
C -2.10 1.43 0.94
C -0.16 -1.29 4.80
C -0.66 3.35 -0.83
C 3.43 3.21 -1.08
H 4.32 2.71 -1.48
O 1.37 -1.31 2.61
N -4.90 -0.64 3.35
H 3.50 1.73 -3.46
H -0.58 -3.79 -2.04
*
```

Computed properties:
* Kohn-Sham gap: 7.27 eV
* LUMO level: -0.23584 Eh
* ΔE to the lowest compared entry with this formula, charge and spin: 0.0 kcal per mole
* M: 775.18 g/mol

=====

3.
Molecular formula: C27H46BrMoNOP2
Method: DFT, wB97M-V/def2-TZVPD

The geometry in ORCA input format:
```
! RIJCOSX wB97M-V def2-TZVPD def2/J DEFGRID3
* xyz 4 3
C 3.47 3.16 -1.58
C -2.21 -3.04 -0.21
H -0.94 -0.79 -3.04
H 5.02 0.59 -0.79
C -2.89 0.65 2.68
H -0.53 -3.81 -2.50
H 0.86 1.55 2.02
H 4.88 0.42 -2.56
H 2.30 -3.64 -1.01
P -0.50 -2.34 -0.52
H 2.37 -2.72 0.50
H 4.36 2.67 -2.00
H -3.90 0.10 4.51
P 1.87 0.68 -1.35
C 4.72 -0.10 -1.60
H 2.84 -0.78 3.97
C -1.16 -1.85 -3.24
H -2.92 -2.35 -0.69
C -0.43 4.21 -3.60
H 2.52 -4.50 0.53
H 1.82 2.79 -0.22
C 2.00 -3.65 0.05
H 1.64 -1.19 1.86
H 3.03 -0.04 1.59
H 2.85 3.52 -2.42
H 2.99 -1.28 -2.21
H -3.61 -3.46 1.41
H 2.33 1.21 -5.18
Br 0.22 5.55 -4.80
H 1.14 -0.16 4.03
H 3.28 1.90 0.20
H -1.94 -3.99 1.75
H 5.41 -0.96 -1.57
H -0.95 -2.05 -4.31
H -2.36 -2.25 1.82
H 3.53 1.68 -3.96
C 0.49 -3.76 0.21
H 0.23 -3.80 1.29
H -5.74 -1.33 1.08
H -2.24 -2.01 -3.07
N -4.90 -0.69 2.87
Mo 0.00 0.00 0.00
C -0.30 -2.74 -2.34
C -3.89 0.02 3.41
H -2.30 -4.01 -0.74
C 2.71 0.97 -4.17
C 3.27 -0.57 -1.41
C -1.72 1.09 -0.94
H -1.40 3.06 -5.16
C -3.94 -0.19 0.70
H -2.17 1.28 -3.60
H 0.11 -4.70 -0.24
H 2.52 0.99 3.81
C -2.55 -3.19 1.27
C -4.90 -0.77 1.53
H 3.81 4.05 -1.02
H 0.40 5.18 -1.85
H -2.37 0.36 -1.44
H 3.19 -1.13 -0.47
H 0.77 -2.59 -2.57
H -4.04 -0.28 -0.39
C -1.59 2.13 -3.21
C -0.59 3.32 -1.36
H 1.14 2.10 -3.16
C 2.67 2.23 -0.66
C -0.15 4.32 -2.23
O 1.13 0.75 1.51
C 2.03 -0.17 2.04
H 0.75 0.41 -3.46
H -1.43 2.11 0.94
C -2.86 0.54 1.26
H 3.14 -0.05 -4.22
H -0.36 3.41 -0.29
H -2.12 1.23 3.19
C -1.17 3.13 -4.09
C 1.57 1.08 -3.15
C -1.29 2.18 -1.83
C 2.14 -0.02 3.56
C -1.83 1.20 0.47
*
```

Computed properties:
* Kohn-Sham gap (spin up / spin down): 5.66 / 4.61 eV
* LUMO level (spin up / spin down): -0.53508 / -0.57364 Eh
* ΔE to the lowest compared entry with this formula, charge and spin: 0.0 kcal per mole
* M: 638.46 g/mol